Version P
16
Properties=species:S:1:pos:R:3 method="wB97M-V/def2-TZVPD" e_lumo_ev=0.789 smiles="C=C[S@](C)(=O)=NC" homo_lumo_gap_ev=9.30 e_homo_ev=-8.5
S -0.15 -0.61 -0.38
O -0.82 -1.14 -1.64
N -0.73 0.60 0.27
C 0.14 -1.97 0.72
C 1.47 0.07 -0.79
C -1.95 1.08 -0.23
C 1.91 1.06 -0.07
H 2.81 1.60 -0.07
H -2.34 1.83 0.52
H 1.15 -2.26 0.30
H 2.03 -0.35 -1.58
H -2.67 0.42 -0.67
H -0.54 -2.81 0.55
H -1.66 1.66 -1.11
H 0.10 -1.78 1.75
H 1.13 1.50 0.52

Version Q
16
Properties=species:S:1:pos:R:3 method="wB97M-V/def2-TZVPD" e_lumo_ev=0.727 smiles="CN[C@@H](C=O)CS" homo_lumo_gap_ev=9.63 e_homo_ev=-8.9
S 1.54 -2.39 -0.58
O 1.40 0.41 -2.05
N -1.18 0.64 0.20
C 0.26 0.53 -1.68
C -0.73 1.19 1.45
C -0.36 -0.34 -0.52
C 0.75 -1.01 0.30
H -2.10 0.24 0.35
H -1.51 1.80 1.89
H 0.15 1.84 1.39
H -0.38 0.44 2.19
H 1.91 -1.78 -1.67
H -0.88 -1.10 -1.12
H -0.49 1.25 -2.02
H 1.40 -0.25 0.73
H 0.22 -1.47 1.14

Version R
16
Properties=species:S:1:pos:R:3 method="wB97M-V/def2-TZVPD" e_lumo_ev=-0.506 homo_lumo_gap_ev=8.73 e_homo_ev=-9.2
S 2.92 -0.98 0.87
O -1.64 -1.15 0.63
N -1.78 0.89 -0.32
C 1.17 -1.16 1.06
C 0.48 -0.08 0.22
C -1.13 1.64 -1.43
C -1.01 -0.25 0.13
H -1.79 2.43 -1.79
H 0.92 -0.07 -0.79
H -2.57 0.33 -0.71
H 0.93 -2.13 0.61
H -0.37 2.15 -0.82
H 0.72 -1.14 2.05
H 3.00 -2.56 1.85
H 0.73 0.88 0.70
H -0.57 1.18 -2.25

The most stable arrangement is version Q, and the next structure is 24.8 kcal/mol less stable.

Version P
16
Properties=species:S:1:pos:R:3 method="wB97M-V/def2-TZVPD" e_lumo_ev=0.790 smiles="CN[C@@H](C=O)CS" homo_lumo_gap_ev=9.73 e_homo_ev=-8.9
S 2.44 -0.07 -0.20
O -0.96 1.96 -0.62
N -1.50 -0.33 0.76
C -0.29 1.01 -0.90
C 0.92 -0.65 0.63
C -2.57 -1.22 0.36
C -0.39 -0.31 -0.16
H 0.81 -0.15 1.58
H -3.45 -1.11 0.99
H 0.41 1.02 -1.76
H 0.98 -1.73 0.74
H 3.11 0.40 0.86
H -1.83 0.63 0.83
H -2.24 -2.25 0.46
H -0.49 -1.07 -0.94
H -2.89 -1.09 -0.67

Version Q
16
Properties=species:S:1:pos:R:3 method="wB97M-V/def2-TZVPD" e_lumo_ev=0.595 homo_lumo_gap_ev=8.13 e_homo_ev=-7.5
S -0.97 0.97 1.34
O -1.98 1.01 0.07
N -0.07 -0.20 0.49
C 1.99 0.06 1.67
C -1.81 -0.87 -1.57
C -1.17 0.26 -0.87
C 1.33 0.13 0.31
H 1.96 -0.84 2.14
H -2.90 -0.84 -1.31
H 3.04 0.46 1.53
H 1.18 0.67 2.20
H 1.32 1.17 0.11
H -1.18 -1.70 -1.40
H -1.60 -0.69 -2.63
H 1.71 -0.55 -0.52
H -0.85 0.94 -1.57

The most stable arrangement is version P, and the next structure is 77.6 kcal/mol less stable.

Version P
16
Properties=species:S:1:pos:R:3 method="wB97M-V/def2-TZVPD" e_lumo_ev=0.549 smiles="C[C@H](CS)NC=O" homo_lumo_gap_ev=10.07 e_homo_ev=-9.5
S 1.13 0.30 -2.07
O -0.86 -0.93 2.62
N -0.23 -0.97 0.47
C -1.58 1.10 -0.07
C -0.46 -1.58 1.66
C -0.27 0.47 0.35
C 0.95 1.07 -0.44
H -1.43 2.11 -0.40
H -1.97 0.47 -0.87
H 1.74 0.86 0.25
H 0.13 -1.50 -0.33
H -0.31 -2.65 1.63
H 0.85 2.15 -0.33
H 2.11 -0.59 -1.91
H -0.22 0.87 1.48
H -2.45 1.09 0.58

Version Q
16
Properties=species:S:1:pos:R:3 method="wB97M-V/def2-TZVPD" e_lumo_ev="-0.838 / -0.271" homo_lumo_gap_ev="8.55 / 8.48" e_homo_ev="-9.4 / -8.7"
S 0.12 -3.08 -0.28
O 0.87 -2.97 -1.58
N -0.73 1.61 0.48
C 0.55 -0.52 0.36
C 0.15 0.70 1.15
C -0.66 -1.50 0.03
C -0.26 2.02 -0.81
H 0.94 -0.29 -0.62
H -1.33 -1.74 0.79
H -0.36 0.46 2.17
H -0.46 3.03 -0.88
H 1.28 -0.97 1.11
H -1.21 -1.17 -0.71
H 1.13 1.15 1.41
H -0.83 1.40 -1.60
H 0.79 1.89 -1.02

Version R
16
Properties=species:S:1:pos:R:3 method="wB97M-V/def2-TZVPD" e_lumo_ev=0.510 homo_lumo_gap_ev=8.39 e_homo_ev=-7.9
S 3.23 -0.84 0.22
O 0.84 -0.63 0.12
N 1.84 1.24 -0.44
C -1.33 -1.46 -0.20
C -0.42 -0.21 -0.41
C -1.01 0.71 0.70
C 1.90 -0.07 -0.15
H -0.98 0.24 1.67
H -0.48 1.66 0.87
H -1.93 0.94 0.23
H 2.64 1.86 -0.78
H -0.72 -2.37 -0.58
H -2.35 -1.28 -1.02
H -0.53 0.26 -1.34
H -1.48 -1.72 0.87
H 0.80 1.66 0.24

The most stable arrangement is version P, and the next structure is 74.1 kcal/mol less stable.

Version P
16
Properties=species:S:1:pos:R:3 method="wB97M-V/def2-TZVPD" e_lumo_ev=0.662 smiles="C[C@H](CS)NC=O" homo_lumo_gap_ev=9.82 e_homo_ev=-9.2
S 0.50 0.12 2.81
O -1.11 -1.48 -2.36
N 0.43 -0.24 -1.22
C -0.65 1.39 0.25
C -0.39 -0.08 -0.06
C 0.33 -0.77 1.22
C 0.01 -1.06 -2.27
H 0.86 -1.21 -2.95
H -1.02 1.88 -0.66
H 1.31 -1.16 0.97
H -1.45 1.53 0.97
H 0.18 2.04 0.52
H -0.33 -1.59 1.51
H 1.36 0.08 -1.13
H -1.36 -0.55 -0.01
H 1.34 1.10 2.41

Version Q
16
Properties=species:S:1:pos:R:3 method="wB97M-V/def2-TZVPD" e_lumo_ev=0.450 homo_lumo_gap_ev=8.61 e_homo_ev=-8.2
S -2.44 1.27 0.06
O 1.87 0.42 -0.52
N -1.26 -1.15 -0.11
C -1.28 -2.39 0.17
C -1.19 2.76 0.13
C -1.19 0.07 0.03
C 2.36 -0.86 -0.25
H -0.24 2.46 -0.48
H 2.79 -1.45 -1.03
H -1.75 3.60 -0.18
H -1.11 -2.91 -0.74
H 1.46 -1.52 0.06
H -1.25 -2.93 1.07
H -1.01 2.82 1.13
H 1.09 0.55 0.08
H 3.14 -0.74 0.57

The most stable arrangement is version P, and the next structure is 80.2 kcal/mol less stable.

Version P
10
Properties=species:S:1:pos:R:3 method="wB97M-V/def2-TZVPD" e_lumo_ev=0.012 smiles=SS.O.O homo_lumo_gap_ev=9.21 e_homo_ev=-9.2
S -1.70 -0.55 1.03
S -2.39 1.05 -0.18
O 1.55 1.42 0.28
O 1.33 -2.10 -0.48
H 1.62 2.02 1.03
H 1.44 -1.19 -0.23
H -2.76 -1.26 0.62
H 0.61 1.41 0.09
H -1.18 1.24 -0.73
H 1.49 -2.04 -1.43

Version Q
10
Properties=species:S:1:pos:R:3 method="wB97M-V/def2-TZVPD" e_lumo_ev=0.301 smiles=SS.O.O homo_lumo_gap_ev=9.90 e_homo_ev=-9.6
S 2.24 0.52 -0.98
S 2.22 -1.01 0.41
O -0.95 1.22 0.40
O -1.51 -1.44 -0.63
H 2.27 -0.25 1.51
H -1.26 1.68 -0.39
H -1.29 -0.63 -0.13
H -1.60 1.41 1.09
H 0.91 0.64 -1.08
H -1.02 -2.14 -0.18

The most stable arrangement is version Q, and the next structure is 9.2 kcal/mol less stable.

Version P
10
Properties=species:S:1:pos:R:3 method="wB97M-V/def2-TZVPD" e_lumo_ev=0.401 smiles=SS.O.O homo_lumo_gap_ev=9.68 e_homo_ev=-9.3
S -0.39 0.14 1.67
S 1.57 -0.20 1.14
O 0.31 -0.99 -2.71
O -2.26 0.98 -2.37
H -0.71 1.12 0.80
H -2.18 1.94 -2.49
H -1.80 0.66 -3.16
H -0.10 -1.82 -2.99
H -0.43 -0.47 -2.37
H 1.36 -0.94 0.04

Version Q
10
Properties=species:S:1:pos:R:3 method="wB97M-V/def2-TZVPD" e_lumo_ev=0.335 smiles=SS.O.O homo_lumo_gap_ev=8.67 e_homo_ev=-8.3
S 2.45 -0.93 0.49
S 1.46 -2.76 0.14
O -1.10 2.57 1.69
O -0.61 -0.64 -2.15
H -1.34 2.08 2.49
H -1.12 -1.41 -1.88
H 0.61 -2.20 -0.72
H -0.64 3.34 2.03
H 1.50 -0.14 -0.02
H -1.22 0.10 -2.06

The most stable arrangement is version P, and the next structure is 7.7 kcal/mol less stable.

Version P
20
Properties=species:S:1:pos:R:3 method="wB97M-V/def2-TZVPD" e_lumo_ev=0.833 smiles="C/C=C/N.O.O.O" homo_lumo_gap_ev=8.86 e_homo_ev=-8.0
O -1.05 0.32 -2.30
O -1.75 -2.05 0.53
O -0.02 -2.28 -1.76
N -1.37 0.73 0.52
C 1.03 0.60 0.92
C 2.30 1.35 1.19
C -0.22 1.02 1.23
H 2.14 2.29 1.72
H -0.98 1.20 -2.69
H 2.78 1.61 0.24
H 0.75 -2.45 -2.29
H 1.21 -0.30 0.32
H -0.24 1.70 2.07
H 3.01 0.72 1.75
H -1.13 0.38 -1.32
H -1.37 -2.57 -0.19
H -1.69 -0.23 0.37
H -1.00 -2.04 1.13
H -0.28 -1.37 -2.03
H -2.14 1.37 0.60

Version Q
20
Properties=species:S:1:pos:R:3 method="wB97M-V/def2-TZVPD" e_lumo_ev=0.413 smiles="C/C=C/N.O.O.O" homo_lumo_gap_ev=7.89 e_homo_ev=-7.5
O 2.02 2.34 0.70
O 0.45 1.61 -1.43
O -1.67 2.38 0.06
N 1.01 -1.85 -1.56
C -1.08 -1.54 1.68
C 0.26 -2.27 -0.48
C -0.18 -1.29 0.42
H -2.36 1.66 0.20
H 2.83 2.13 0.20
H -0.33 2.13 -0.95
H 1.01 -2.55 -2.24
H -0.84 -0.90 2.57
H -1.16 2.44 0.92
H 0.92 2.19 -1.90
H 0.04 -0.26 0.30
H -1.18 -2.69 2.07
H 0.87 -0.95 -1.84
H -1.97 -1.12 1.25
H 1.32 1.82 0.33
H 0.05 -3.27 -0.30

The most stable arrangement is version P, and the next structure is 26.5 kcal/mol less stable.

Version P
20
Properties=species:S:1:pos:R:3 method="wB97M-V/def2-TZVPD" e_lumo_ev=0.822 smiles="C=NCC.O.O.O" homo_lumo_gap_ev=11.00 e_homo_ev=-10.2
O 0.00 0.19 -2.53
O 2.15 -0.91 -1.22
O -1.19 1.76 -0.71
N 0.12 0.60 1.08
C -1.44 -1.29 1.00
C -0.30 -0.63 1.78
C 1.33 0.90 0.99
H -0.77 1.27 0.03
H -1.84 -0.54 0.33
H -0.60 -0.21 -3.17
H 0.57 -1.27 1.85
H -0.63 -0.30 2.75
H -2.19 -1.69 1.69
H -0.80 2.63 -0.68
H 2.23 0.43 1.41
H 1.42 -1.36 -1.64
H -0.44 0.85 -2.02
H -1.10 -2.12 0.38
H 1.48 1.77 0.39
H 2.01 -0.08 -1.69

Version Q
20
Properties=species:S:1:pos:R:3 method="wB97M-V/def2-TZVPD" e_lumo_ev=0.749 smiles="C=NCC.O.O.O" homo_lumo_gap_ev=10.79 e_homo_ev=-10.0
O 0.22 0.04 -2.35
O 2.02 0.77 -0.68
O -2.36 -0.72 -3.68
N 0.26 -0.80 1.32
C 0.04 1.46 2.13
C 0.03 -2.03 1.48
C -0.69 0.28 1.43
H 1.10 1.67 1.94
H -0.48 2.35 1.83
H -0.04 1.35 3.22
H 2.93 0.77 -0.37
H 0.70 -0.29 -1.58
H 1.49 0.24 -0.06
H -0.84 -2.47 1.94
H -1.50 0.00 2.10
H -1.63 -0.24 -3.25
H 0.92 0.61 -2.70
H -0.98 0.43 0.39
H 0.88 -2.70 1.48
H -2.07 -0.71 -4.60

The most stable arrangement is version P, and the next structure is 8.4 kcal/mol less stable.

Version P
20
Properties=species:S:1:pos:R:3 method="wB97M-V/def2-TZVPD" e_lumo_ev=0.512 smiles="C=C(C)N.O.O.O" homo_lumo_gap_ev=9.22 e_homo_ev=-8.7
O 0.06 -1.86 -2.29
O 0.25 2.46 3.12
O 1.28 0.45 -3.53
N 0.42 0.71 0.35
C -0.55 -0.19 0.79
C -0.07 -1.35 1.69
C -1.87 -0.07 0.60
H 0.14 1.36 -0.36
H -0.44 -2.65 -2.57
H -0.97 -1.95 1.76
H 0.25 1.77 3.79
H 1.29 0.20 0.23
H 0.88 -0.42 -3.45
H -0.19 -1.67 -1.38
H 0.68 -1.96 1.19
H -2.35 0.65 -0.05
H 0.21 -1.02 2.69
H -2.54 -0.69 1.18
H 1.76 0.43 -4.37
H 0.30 2.04 2.25

Version Q
20
Properties=species:S:1:pos:R:3 method="wB97M-V/def2-TZVPD" e_lumo_ev=0.878 smiles="C=NCC.O.O.O" homo_lumo_gap_ev=10.80 e_homo_ev=-9.9
O -0.98 -2.05 -1.86
O 1.21 -2.04 -0.33
O -2.71 -0.01 -0.30
N 0.31 0.17 1.04
C 1.31 1.67 -0.53
C 1.13 1.39 0.98
C -0.81 0.09 1.61
H -0.49 -2.02 -1.03
H -0.27 -2.08 -2.51
H 0.67 2.20 1.56
H 1.27 2.75 -0.68
H -2.18 -0.55 -0.86
H 1.02 -1.20 0.14
H 1.63 -2.62 0.29
H 2.05 1.09 1.50
H -1.36 -0.82 1.43
H -1.26 0.93 2.16
H 2.32 1.38 -0.80
H -3.35 0.52 -0.75
H 0.51 1.19 -1.06

Version R
20
Properties=species:S:1:pos:R:3 method="wB97M-V/def2-TZVPD" e_lumo_ev=0.674 smiles=C[C@H](N)CO.O.O homo_lumo_gap_ev=10.07 e_homo_ev=-9.4
O 1.55 -0.68 0.49
O -0.75 2.03 2.64
O 1.31 0.00 3.15
N 0.20 -0.63 -2.78
C 0.41 -1.07 -0.26
C -0.03 -0.09 -1.41
C -1.51 0.15 -1.28
H 1.28 -0.05 2.24
H -1.63 0.50 -0.20
H 2.34 -0.22 0.04
H -0.30 -1.31 0.51
H 0.62 -2.08 -0.69
H -0.40 -1.40 -2.97
H -0.15 1.23 2.58
H -1.55 1.52 2.63
H -2.30 -0.59 -1.58
H 0.06 0.08 -3.44
H 2.03 0.58 3.37
H -1.77 1.19 -1.64
H 0.57 0.83 -1.37

The most stable arrangement is version P, and the next structure is 7.4 kcal/mol less stable.

Version P
76
Properties=species:S:1:pos:R:3 method="wB97M-V/def2-TZVPD" e_lumo_ev="-3.381 / -3.381" homo_lumo_gap_ev="7.17 / 7.17" charge=+1 e_homo_ev="-10.6 / -10.6"
Pd 1.91 1.63 -0.05
S -1.19 4.90 -1.21
S 0.86 2.79 -1.89
P -1.43 0.36 0.89
O -0.23 1.25 0.89
N 0.70 4.21 0.37
N 1.78 3.41 0.63
N 2.38 -1.17 0.30
N 2.40 -2.21 -1.53
N 2.21 -0.27 -0.68
N 3.93 1.93 0.85
N 2.51 -2.33 -0.20
C -4.60 0.92 3.41
C -0.43 -3.68 2.78
C -1.67 -2.43 1.14
C -2.15 0.08 -0.74
C 6.16 2.74 2.28
C 2.80 3.95 1.20
C -4.82 2.28 3.28
C 0.20 -2.51 3.21
C 2.44 -3.39 -2.41
C -2.98 2.44 1.74
C 1.07 -4.08 -2.56
C -3.19 -0.46 -3.26
C 6.11 1.49 1.70
C 2.21 -0.93 -1.82
C -3.57 0.31 2.71
C 0.20 3.94 -0.80
C -2.76 1.07 1.87
C -4.01 -0.53 -2.14
C -4.01 3.04 2.44
C -1.36 -3.64 1.75
C -3.49 -0.25 -0.89
C 5.07 3.59 2.14
C -1.66 4.28 -2.83
C -0.03 -3.09 -2.89
C 3.98 3.14 1.42
C -1.05 -1.26 1.57
C -1.86 -0.11 -3.12
C -0.11 -1.31 2.61
C 4.97 1.12 1.00
C -1.34 0.16 -1.87
C 0.72 -4.90 -1.33
H -4.14 -0.29 -0.02
H -0.20 -4.62 3.26
H 4.89 0.14 0.53
H 0.93 -2.55 4.00
H -1.23 -0.02 -4.00
H 2.77 5.00 1.45
H -3.38 -0.75 2.83
H -0.29 -5.30 -1.42
H 2.08 -0.52 -2.81
H 6.94 0.79 1.79
H -4.18 4.11 2.35
H -2.53 4.87 -3.12
H -5.63 2.75 3.82
H -0.87 4.44 -3.56
H -2.34 3.04 1.10
H 0.77 -4.30 -0.42
H 3.16 -4.07 -1.96
H -1.85 -4.55 1.42
H 1.20 -4.75 -3.42
H -2.38 -2.41 0.33
H 0.20 -2.48 -3.77
H 7.04 3.06 2.83
H 0.37 -0.39 2.92
H -0.96 -3.62 -3.10
H -5.06 -0.79 -2.25
H -3.60 -0.68 -4.24
H -1.93 3.23 -2.79
H -0.23 -2.41 -2.06
H 5.07 4.58 2.58
H 2.82 -3.05 -3.37
H -0.31 0.47 -1.75
H -5.22 0.33 4.07
H 1.41 -5.75 -1.21

Version Q
76
Properties=species:S:1:pos:R:3 method="wB97M-V/def2-TZVPD" e_lumo_ev=-3.426 homo_lumo_gap_ev=7.34 charge=+1 e_homo_ev=-10.8
Pd 0.78 1.79 -0.01
S 3.83 0.37 3.22
S 1.12 1.05 2.10
P 0.99 -2.04 -0.70
O 1.19 -0.63 -1.17
N 1.00 2.72 -1.88
N -1.26 1.80 0.21
N 3.53 1.38 0.90
N -3.33 1.39 -0.17
N -2.15 1.25 -0.64
N -3.23 2.03 1.00
N 2.73 1.86 -0.09
C -1.33 -1.57 0.68
C 2.52 -2.88 -0.29
C 0.44 3.75 -3.95
C -1.72 -2.04 3.00
C -1.28 -4.88 -2.58
C 4.83 -2.71 0.40
C 2.31 2.83 -2.18
C -0.71 -4.10 -1.58
C 3.81 -4.87 0.11
C -0.06 -2.13 0.78
C 4.91 -4.09 0.44
C -0.46 -2.61 3.10
C 2.64 -0.03 4.51
C 2.62 -4.27 -0.26
C -4.86 3.84 1.57
C -2.16 -1.53 1.79
C -0.99 -4.62 -3.91
C 0.44 -2.80 -3.26
C 1.78 3.87 -4.26
C -1.94 2.29 1.22
C -0.14 -3.58 -4.25
C 0.09 3.16 -2.74
C 2.73 3.40 -3.37
C -4.41 2.39 1.78
C 3.24 2.31 -1.18
C -3.81 4.84 2.05
C 3.63 -2.10 0.03
C -5.25 4.10 0.12
C 0.15 -3.06 -1.92
C 0.38 -2.64 1.99
C 2.85 0.99 1.95
H -1.68 -1.19 -0.28
H 1.97 -0.82 4.17
H -3.47 4.62 3.07
H -4.23 5.84 2.06
H -2.94 4.86 1.39
H -5.63 5.11 0.00
H -1.95 -5.68 -2.32
H -3.16 -1.12 1.71
H 3.88 -5.95 0.13
H 4.32 2.31 -1.31
H -5.75 3.95 2.19
H 1.77 -4.88 -0.53
H -0.12 -3.03 4.04
H -6.01 3.40 -0.22
H -0.95 -4.29 -0.54
H 2.09 4.32 -5.20
H -0.33 4.09 -4.62
H 3.56 -1.02 -0.01
H -0.94 3.03 -2.46
H 1.37 -3.08 2.07
H -1.44 -5.23 -4.69
H -4.18 2.20 2.83
H 3.24 -0.39 5.34
H 2.08 0.85 4.81
H 3.79 3.47 -3.59
H 5.84 -4.57 0.72
H 1.10 -1.98 -3.52
H -4.38 4.00 -0.55
H -5.19 1.70 1.46
H -1.54 2.78 2.09
H 5.69 -2.10 0.65
H 0.08 -3.38 -5.30
H -2.37 -2.02 3.87

The most stable arrangement is version Q, and the next structure is 23.8 kcal/mol less stable.